# 1
Here is 8 unconnected molecules or ions with the total composition C32H60O16 from the Open Molecules 2025 dataset. Energies are from ωB97M-V/def2-TZVPD.

Computed properties:
LUMO: 0.003 Eh
orbital gap: 9.110 eV

Last column: Löwdin charge in e.
CARTESIAN COORDINATES (ANGSTROEM)
C  0.02455  -3.74319  0.82583  -0.08
O  1.41792  -3.92960  1.23733  -0.17
C  2.08113  -4.85216  0.33668  -0.18
C  2.50211  -4.28252  -1.03580  -0.19
O  3.29087  -3.13652  -0.76632  -0.21
C  3.50195  -2.33896  -1.89891  -0.09
H  -0.47673  -4.66909  0.54382  0.08
H  -0.04961  -3.11556  -0.06224  0.07
H  -0.55208  -3.29308  1.63391  0.07
H  1.50963  -5.77321  0.22199  0.11
H  2.97820  -5.16061  0.87354  0.12
H  1.56330  -4.00097  -1.51275  0.11
H  3.18120  -4.93414  -1.58563  0.13
H  4.14925  -1.56468  -1.48708  0.09
H  2.50414  -1.98131  -2.15298  0.07
H  4.05892  -2.95696  -2.60315  0.09
C  -1.58248  -0.76710  3.01370  -0.11
O  -0.33165  -0.59765  2.32185  -0.20
C  0.73322  -0.92207  3.24278  -0.17
C  2.11797  -0.72642  2.58983  -0.17
O  2.27106  0.67776  2.31821  -0.20
C  3.32851  1.01088  1.38075  -0.08
H  -2.37450  -0.60883  2.28175  0.06
H  -1.75788  -0.11275  3.86762  0.09
H  -1.74274  -1.78904  3.35726  0.08
H  0.56749  -1.92574  3.63430  0.12
H  0.68681  -0.19525  4.05374  0.12
H  2.10494  -1.33532  1.68585  0.11
H  2.97030  -1.10564  3.15358  0.13
H  3.05796  0.93589  0.32752  0.07
H  4.24964  0.51972  1.69439  0.09
H  3.60319  2.05537  1.52806  0.07
C  3.24057  3.94196  -2.16078  -0.09
O  4.35081  4.33288  -1.35846  -0.20
C  5.31827  3.35978  -1.03287  -0.18
C  6.35765  4.00019  -0.09694  -0.21
O  5.77828  4.35165  1.12591  -0.19
C  6.61567  5.14718  1.91889  -0.11
H  2.56867  4.76021  -2.41986  0.08
H  2.58317  3.22676  -1.66638  0.06
H  3.57096  3.53800  -3.11774  0.09
H  5.70903  2.97968  -1.97677  0.13
H  4.75874  2.60060  -0.48636  0.11
H  6.63832  4.91828  -0.61312  0.12
H  7.22199  3.35412  0.05672  0.13
H  7.55860  4.65395  2.15488  0.09
H  6.05907  5.36764  2.82977  0.09
H  6.81975  6.12236  1.47674  0.09
O  0.36630  3.93336  4.91578  0.05
C  0.59196  4.09819  3.68411  -0.42
O  1.70475  4.77398  3.34794  0.05
C  1.80068  4.83225  1.96418  -0.16
C  0.84252  3.77696  1.38719  -0.15
C  -0.09775  3.46005  2.50614  -0.08
H  2.79971  4.60348  1.59309  0.12
H  1.57518  5.82201  1.56715  0.13
H  1.34348  2.84694  1.11849  0.09
H  0.22383  4.09003  0.54617  0.11
H  -0.23763  2.41257  2.77316  0.12
H  -1.04323  4.00037  2.45891  0.13
O  -4.38094  -2.16163  -2.78964  0.08
C  -4.28819  -2.54319  -1.62232  -0.49
O  -3.15792  -2.89426  -1.10680  0.04
C  -3.23472  -3.14181  0.27826  -0.16
C  -4.71883  -3.43401  0.55540  -0.12
C  -5.43169  -2.74299  -0.61387  -0.05
H  -2.93393  -2.22977  0.79383  0.10
H  -2.56759  -3.94493  0.59133  0.11
H  -5.01275  -3.11134  1.55419  0.11
H  -4.78432  -4.51613  0.44220  0.12
H  -5.89706  -1.77288  -0.43951  0.11
H  -6.09703  -3.48808  -1.05007  0.12
O  1.60242  -3.79988  -4.58026  0.10
C  0.55010  -3.24346  -4.85226  -0.44
O  0.12777  -3.30155  -6.13005  0.05
C  -1.01686  -2.51709  -6.25358  -0.18
C  -1.51510  -2.23560  -4.83924  -0.16
C  -0.34415  -2.42605  -3.94943  -0.08
H  -1.78608  -3.06290  -6.79994  0.12
H  -0.80797  -1.64232  -6.86941  0.12
H  -2.23281  -3.00555  -4.55610  0.12
H  -2.05758  -1.29227  -4.77657  0.12
H  -0.65945  -3.02675  -3.09630  0.13
H  0.10505  -1.52063  -3.54132  0.12
O  -4.42798  0.34480  0.38786  0.06
C  -5.36467  0.58557  1.18757  -0.51
O  -5.39645  0.07427  2.37459  0.05
C  -6.53351  0.38016  3.17347  -0.13
C  -7.34686  1.32130  2.29606  -0.12
C  -6.62912  1.24098  0.91487  -0.07
H  -6.38903  0.94886  4.09206  0.13
H  -7.07405  -0.54972  3.35021  0.13
H  -7.31571  2.34379  2.67244  0.11
H  -8.40088  1.06207  2.19631  0.11
H  -6.31409  2.22103  0.55660  0.14
H  -7.18921  0.78094  0.10078  0.14
O  1.99835  0.59734  -1.87335  0.08
C  0.80597  0.41517  -1.66275  -0.49
O  0.34956  -0.73422  -1.22373  0.01
C  -1.03788  -0.63836  -1.00323  -0.14
C  -1.13240  0.85230  -0.72468  -0.16
C  -0.31686  1.45376  -1.80731  -0.04
H  -1.33727  -1.20006  -0.11839  0.10
H  -1.37986  -0.97941  -1.98038  0.12
H  -0.80526  1.07284  0.29142  0.12
H  -2.20119  1.05788  -0.66519  0.11
H  0.11978  2.43173  -1.60482  0.11
H  -0.74767  1.28540  -2.79430  0.14

---

# 2
Here is 9 unconnected molecules or ions with the total composition C32H60O16S3 from the Open Molecules 2025 dataset. Energies are from ωB97M-V/def2-TZVPD.

Computed properties:
LUMO: 0.005 Eh
orbital gap: 10.125 eV

Last column: Löwdin charge in e.
CARTESIAN COORDINATES (ANGSTROEM)
C  3.01113  -5.44631  -1.35668  -0.01
C  3.57109  -5.46472  0.03387  -0.29
C  3.96442  -4.10048  0.61014  -0.08
O  3.38566  -4.06084  1.92135  0.04
C  2.41651  -5.01164  1.97630  -0.58
O  1.55248  -5.01860  2.79241  0.15
O  2.55019  -5.88997  0.98160  0.10
H  3.84739  -5.38905  -2.06061  0.09
H  2.35143  -4.59801  -1.53680  0.08
H  2.47820  -6.36127  -1.60836  0.09
H  4.38247  -6.18385  0.15547  0.15
H  3.46745  -3.30032  0.05835  0.12
H  5.03723  -3.98462  0.73169  0.14
C  -0.08907  0.63457  1.55514  -0.02
C  0.63409  -0.09694  0.45845  -0.25
C  1.50161  -1.28895  0.96437  -0.09
O  1.05040  -2.38702  0.20058  0.05
C  -0.06656  -2.07408  -0.48746  -0.57
O  -0.68337  -2.83017  -1.16452  0.16
O  -0.37826  -0.77909  -0.32168  0.07
H  -0.52456  1.58895  1.26109  0.08
H  0.60773  0.87166  2.36565  0.07
H  -0.86308  0.06152  2.06736  0.07
H  1.24159  0.53182  -0.18606  0.12
H  1.35094  -1.37140  2.04221  0.12
H  2.53934  -1.01814  0.77951  0.13
C  -0.52154  5.69897  4.12057  -0.02
C  0.02408  4.34246  3.74083  -0.49
O  1.02216  4.25110  3.06689  0.06
C  -0.79400  3.15001  4.15956  -0.01
H  -1.32563  5.66955  4.85049  0.07
H  -0.87067  6.21851  3.22558  0.09
H  0.29841  6.31833  4.49095  0.09
H  -1.65038  2.98774  3.49508  0.09
H  -1.21600  3.32493  5.14779  0.09
H  -0.22908  2.22508  4.07225  0.05
C  1.40115  3.41358  -0.21374  -0.01
C  0.37873  3.89397  -1.20366  -0.50
O  -0.52375  3.16702  -1.54997  0.06
C  0.56043  5.27261  -1.77841  -0.01
H  1.96337  2.54898  -0.57677  0.07
H  0.85194  2.98268  0.62428  0.06
H  2.11873  4.13206  0.17108  0.09
H  -0.28690  5.56760  -2.39641  0.09
H  1.40910  5.23775  -2.47065  0.08
H  0.73802  6.02686  -1.01384  0.09
C  3.78261  -1.06908  3.95694  -0.01
C  3.05899  0.22532  3.65392  -0.50
O  3.20274  0.74646  2.57233  0.06
C  2.24804  0.85840  4.73226  -0.01
H  4.71338  -1.06418  3.39179  0.09
H  3.20301  -1.95341  3.68457  0.07
H  4.04963  -1.15805  5.01130  0.08
H  1.30021  0.29915  4.81637  0.08
H  2.04613  1.91229  4.58157  0.08
H  2.67440  0.65234  5.71756  0.09
C  -1.36284  -2.69408  2.89682  0.00
C  -0.85786  -1.99505  4.13726  -0.50
O  -1.18964  -0.85697  4.39236  0.05
C  0.07819  -2.77294  5.01669  -0.01
H  -2.10659  -2.04536  2.43177  0.08
H  -1.90417  -3.59540  3.19167  0.10
H  -0.55696  -2.92920  2.20415  0.07
H  0.89929  -3.16322  4.40968  0.06
H  -0.44049  -3.65879  5.40001  0.10
H  0.40030  -2.21813  5.89376  0.08
C  2.03718  1.04724  -2.90795  -0.23
C  3.14850  1.93331  -3.47261  -0.21
C  2.52752  2.79660  -4.56375  -0.20
S  1.19200  1.80763  -5.28190  0.67
O  1.62329  1.41642  -6.59749  -0.31
O  -0.07033  2.46919  -5.09546  -0.31
C  1.37376  0.43564  -4.13006  -0.22
H  1.28412  1.59719  -2.33830  0.08
H  2.42409  0.23192  -2.29274  0.12
H  3.96105  1.31178  -3.86523  0.12
H  3.68147  2.48162  -2.69133  0.11
H  3.18393  3.10658  -5.36908  0.10
H  2.05619  3.65972  -4.09068  0.08
H  1.99356  -0.32494  -4.61565  0.12
H  0.44404  -0.12560  -4.02678  0.08
C  -2.95161  -2.18605  -3.65182  -0.22
C  -2.40144  -0.76987  -3.74561  -0.22
C  -2.30567  -0.35990  -5.19962  -0.21
S  -1.78881  -1.86610  -6.07503  0.69
O  -0.34313  -1.88873  -6.09104  -0.33
O  -2.56712  -1.99868  -7.27790  -0.32
C  -2.31193  -3.01302  -4.76622  -0.20
H  -4.04289  -2.25496  -3.65617  0.12
H  -2.69474  -2.61978  -2.68385  0.09
H  -1.46251  -0.65552  -3.20008  0.10
H  -3.08757  -0.08991  -3.23277  0.10
H  -1.72862  0.52343  -5.46755  0.09
H  -3.31005  -0.12001  -5.56428  0.11
H  -1.36898  -3.39058  -4.36516  0.10
H  -2.83850  -3.86888  -5.17857  0.10
C  -4.76313  0.23870  -0.62371  -0.21
C  -3.49787  0.51073  0.22538  -0.21
C  -3.95595  0.86299  1.63151  -0.22
S  -5.58643  1.61263  1.45916  0.67
O  -5.53208  3.00464  1.82215  -0.33
O  -6.57229  0.72398  2.02076  -0.32
C  -5.70112  1.39242  -0.33555  -0.22
H  -5.18303  -0.72664  -0.32852  0.12
H  -4.49175  0.15291  -1.67441  0.09
H  -2.96909  1.32184  -0.28060  0.12
H  -2.84974  -0.36332  0.24307  0.10
H  -3.27245  1.51421  2.17510  0.08
H  -4.04783  -0.01438  2.27447  0.10
H  -5.39789  2.28501  -0.88266  0.11
H  -6.75916  1.21564  -0.51948  0.10

---

Question: Among the records above, which one has the lowest orbital gap?
Answer: C32H60O16